1.
{"formula": "C21H26IrN4", "method": "ωB97M-V/def2-TZVPD", "homo_ev": -17.374, "homo_lumo_gap_ha": 0.225, "e_lumo_ev": -11.24, "total_charge": 3, "elements": ["Ir", "N", "C", "C", "C", "N", "C", "C", "N", "C", "H", "H", "H", "H", "H", "H", "H", "H", "H", "H", "H", "H", "H", "H", "H", "H", "C", "C", "C", "C", "C", "C", "C", "C", "C", "C", "C", "C", "C", "C", "C", "N", "H", "H", "H", "H", "H", "H", "H", "H", "H", "H"], "xyz": [[0.200, 0.159, 0.007], [-2.168, 0.559, 2.482], [-2.902, -0.763, 2.312], [-1.949, -1.931, 2.541], [-1.148, -2.438, 1.326], [0.113, -1.656, 1.064], [-1.992, -2.523, 0.064], [-2.780, -1.256, -0.233], [-1.858, -0.211, -0.766], [-3.624, -0.824, 0.971], [-1.749, 0.619, 3.415], [-2.825, 1.340, 2.392], [-1.418, 0.677, 1.792], [-3.649, -0.758, 3.105], [-2.543, -2.778, 2.886], [-1.272, -1.688, 3.368], [-0.839, -3.454, 1.578], [0.698, -2.208, 0.430], [0.647, -1.581, 1.932], [-2.710, -3.335, 0.193], [-1.363, -2.795, -0.790], [-3.496, -1.497, -1.022], [-2.383, 0.654, -0.912], [-1.602, -0.501, -1.715], [-4.417, -1.569, 1.057], [-4.135, 0.126, 0.782], [1.401, 2.597, 3.357], [2.718, 2.188, 3.511], [3.304, 1.356, 2.565], [2.568, 0.927, 1.466], [1.216, 1.255, 1.368], [0.650, 2.131, 2.278], [3.105, 0.178, 0.349], [4.460, -0.017, 0.079], [4.828, -0.761, -1.012], [3.854, -1.300, -1.879], [4.174, -2.067, -3.024], [3.190, -2.551, -3.836], [1.838, -2.258, -3.562], [1.496, -1.522, -2.459], [2.494, -1.034, -1.592], [2.166, -0.304, -0.476], [0.952, 3.270, 4.076], [3.300, 2.546, 4.349], [4.337, 1.057, 2.681], [-0.365, 2.500, 2.151], [5.212, 0.425, 0.716], [5.876, -0.940, -1.222], [5.216, -2.252, -3.251], [3.441, -3.157, -4.695], [1.073, -2.625, -4.234], [0.457, -1.298, -2.237]]}

***

2.
{"formula": "C21H26MoN4O5S2Si", "method": "ωB97M-V/def2-TZVPD", "homo_ev": [-8.131, -8.131], "homo_lumo_gap_ha": [0.248, 0.253], "de_lowest_kcal_mol": 0.00, "e_lumo_ev": [-1.37, -1.25], "elements": ["Mo", "C", "Si", "C", "C", "C", "C", "C", "C", "N", "C", "S", "H", "H", "H", "H", "H", "H", "H", "H", "H", "H", "H", "H", "O", "C", "O", "C", "C", "C", "N", "C", "C", "C", "O", "O", "H", "H", "H", "C", "C", "O", "H", "H", "H", "C", "N", "C", "C", "N", "C", "S", "H", "H", "H", "H", "H", "H", "H", "H"], "xyz": [[0.746, 0.231, -0.500], [-0.613, -2.421, -5.539], [-1.800, -2.956, -4.201], [-2.397, -4.696, -4.540], [-3.257, -1.796, -4.071], [-0.888, -2.994, -2.538], [-0.756, -4.165, -1.792], [-0.105, -4.189, -0.563], [0.422, -3.011, -0.078], [0.321, -1.883, -0.779], [-0.313, -1.860, -1.964], [-0.284, -0.200, -2.587], [-1.114, -2.419, -6.510], [0.237, -3.103, -5.602], [-0.230, -1.417, -5.356], [-2.928, -4.718, -5.495], [-3.091, -5.048, -3.774], [-1.571, -5.407, -4.610], [-3.813, -1.782, -5.012], [-2.938, -0.777, -3.851], [-3.940, -2.115, -3.282], [-1.174, -5.088, -2.176], [-0.013, -5.101, 0.008], [0.933, -2.947, 0.874], [1.447, 2.435, 5.941], [2.395, 1.701, 5.585], [3.506, 1.483, 6.074], [2.112, 1.008, 4.236], [3.128, 0.807, 3.309], [2.810, 0.454, 2.012], [1.547, 0.274, 1.607], [0.578, 0.347, 2.535], [0.816, 0.696, 3.845], [-0.816, 0.168, 2.006], [-1.784, 0.079, 2.723], [-0.853, 0.171, 0.693], [4.154, 0.973, 3.612], [3.582, 0.330, 1.262], [-0.008, 0.803, 4.536], [3.547, 1.923, -1.323], [2.499, 0.923, -1.063], [2.617, -0.323, -1.081], [3.169, 2.660, -2.030], [4.462, 1.459, -1.686], [3.736, 2.460, -0.391], [-2.564, 2.705, 1.026], [-1.347, 3.099, 1.705], [-1.343, 3.406, 3.144], [0.089, 3.906, 3.394], [0.744, 3.526, 2.135], [-0.121, 3.125, 1.207], [0.321, 2.752, -0.428], [-2.989, 1.834, 1.525], [-2.327, 2.451, -0.003], [-3.276, 3.531, 1.049], [-1.579, 2.497, 3.701], [-2.097, 4.159, 3.366], [0.560, 3.433, 4.260], [0.124, 4.991, 3.509], [1.726, 3.612, 1.945]]}

***

3.
{"formula": "C21H26N2O3", "method": "ωB97M-V/def2-TZVPD", "homo_ev": -8.532, "homo_lumo_gap_ha": 0.337, "de_lowest_kcal_mol": 71.52, "e_lumo_ev": 0.65, "smiles": "CC[C@@H](C)/C(C)=N/NC(=O)c1ccccc1OCCOc1ccccc1", "elements": ["C", "C", "C", "C", "C", "C", "N", "N", "C", "O", "C", "C", "C", "C", "C", "C", "O", "C", "C", "O", "C", "C", "C", "C", "C", "C", "H", "H", "H", "H", "H", "H", "H", "H", "H", "H", "H", "H", "H", "H", "H", "H", "H", "H", "H", "H", "H", "H", "H", "H", "H", "H"], "xyz": [[4.460, -3.978, 0.001], [3.028, -3.459, -0.030], [2.750, -2.385, 1.037], [3.553, -1.112, 0.781], [1.266, -2.120, 1.052], [0.386, -3.182, 1.631], [0.879, -1.008, 0.578], [-0.450, -0.677, 0.466], [-1.402, -1.396, -0.173], [-1.201, -2.518, -0.617], [-2.724, -0.721, -0.381], [-3.614, -1.416, -1.197], [-4.852, -0.906, -1.532], [-5.224, 0.335, -1.048], [-4.367, 1.043, -0.225], [-3.125, 0.526, 0.126], [-2.284, 1.181, 0.983], [-2.389, 2.578, 1.147], [-1.088, 3.013, 1.838], [0.044, 2.491, 1.192], [0.397, 2.941, -0.054], [1.306, 2.133, -0.738], [1.754, 2.504, -1.989], [1.304, 3.677, -2.576], [0.403, 4.475, -1.898], [-0.056, 4.116, -0.640], [4.577, -4.790, -0.713], [5.169, -3.196, -0.258], [4.710, -4.356, 0.991], [2.809, -3.038, -1.013], [2.348, -4.298, 0.128], [3.030, -2.792, 2.016], [4.616, -1.300, 0.903], [3.369, -0.750, -0.226], [3.255, -0.337, 1.482], [-0.365, -2.719, 2.272], [0.960, -3.905, 2.206], [-0.154, -3.691, 0.831], [-0.601, 0.311, 0.635], [-3.289, -2.375, -1.571], [-5.518, -1.467, -2.169], [-6.185, 0.758, -1.304], [-4.677, 2.004, 0.158], [-3.244, 2.849, 1.779], [-2.492, 3.064, 0.168], [-1.053, 2.575, 2.839], [-1.055, 4.105, 1.925], [1.636, 1.220, -0.268], [2.455, 1.872, -2.512], [1.652, 3.965, -3.557], [0.046, 5.391, -2.346], [-0.754, 4.764, -0.131]]}

***

4.
{"formula": "C21H26N2O3", "method": "ωB97M-V/def2-TZVPD", "homo_ev": -8.150, "homo_lumo_gap_ha": 0.326, "de_lowest_kcal_mol": 64.38, "e_lumo_ev": 0.72, "smiles": "COc1cccc(OC)c1C(=O)N1CCN(Cc2ccccc2C)CC1", "elements": ["C", "O", "C", "C", "C", "C", "C", "O", "C", "C", "C", "O", "N", "C", "C", "N", "C", "C", "C", "C", "C", "C", "C", "C", "C", "C", "H", "H", "H", "H", "H", "H", "H", "H", "H", "H", "H", "H", "H", "H", "H", "H", "H", "H", "H", "H", "H", "H", "H", "H", "H", "H"], "xyz": [[-4.749, -2.553, -0.432], [-3.856, -1.855, -1.285], [-3.848, -0.488, -1.110], [-4.534, 0.318, -2.013], [-4.486, 1.691, -1.879], [-3.759, 2.283, -0.859], [-3.061, 1.487, 0.041], [-2.286, 1.956, 1.059], [-2.244, 3.343, 1.291], [-3.108, 0.092, -0.085], [-2.416, -0.749, 0.952], [-3.022, -1.191, 1.914], [-1.111, -0.993, 0.738], [-0.316, -0.444, -0.334], [0.741, 0.510, 0.253], [1.559, -0.109, 1.277], [2.589, -0.988, 0.750], [3.693, -0.199, 0.089], [3.964, 1.089, 0.535], [4.974, 1.843, -0.031], [5.733, 1.309, -1.057], [5.478, 0.023, -1.497], [4.467, -0.747, -0.936], [4.236, -2.143, -1.437], [0.720, -0.693, 2.304], [-0.324, -1.672, 1.745], [-4.605, -3.609, -0.653], [-4.530, -2.362, 0.621], [-5.786, -2.272, -0.643], [-5.093, -0.147, -2.810], [-5.023, 2.318, -2.575], [-3.740, 3.357, -0.778], [-1.610, 3.476, 2.166], [-3.240, 3.745, 1.503], [-1.806, 3.879, 0.442], [-0.955, 0.085, -1.041], [0.172, -1.271, -0.864], [1.391, 0.883, -0.541], [0.221, 1.356, 0.712], [2.189, -1.731, 0.045], [3.019, -1.539, 1.594], [3.362, 1.490, 1.336], [5.169, 2.843, 0.328], [6.525, 1.887, -1.509], [6.078, -0.395, -2.293], [3.252, -2.232, -1.899], [4.293, -2.862, -0.620], [4.983, -2.407, -2.181], [1.350, -1.193, 3.042], [0.190, 0.129, 2.797], [-1.002, -2.006, 2.532], [0.166, -2.543, 1.295]]}

***

What did the second record say?
{"formula": "C21H26MoN4O5S2Si", "method": "ωB97M-V/def2-TZVPD", "homo_ev": [-8.131, -8.131], "homo_lumo_gap_ha": [0.248, 0.253], "de_lowest_kcal_mol": 0.00, "e_lumo_ev": [-1.37, -1.25], "elements": ["Mo", "C", "Si", "C", "C", "C", "C", "C", "C", "N", "C", "S", "H", "H", "H", "H", "H", "H", "H", "H", "H", "H", "H", "H", "O", "C", "O", "C", "C", "C", "N", "C", "C", "C", "O", "O", "H", "H", "H", "C", "C", "O", "H", "H", "H", "C", "N", "C", "C", "N", "C", "S", "H", "H", "H", "H", "H", "H", "H", "H"], "xyz": [[0.746, 0.231, -0.500], [-0.613, -2.421, -5.539], [-1.800, -2.956, -4.201], [-2.397, -4.696, -4.540], [-3.257, -1.796, -4.071], [-0.888, -2.994, -2.538], [-0.756, -4.165, -1.792], [-0.105, -4.189, -0.563], [0.422, -3.011, -0.078], [0.321, -1.883, -0.779], [-0.313, -1.860, -1.964], [-0.284, -0.200, -2.587], [-1.114, -2.419, -6.510], [0.237, -3.103, -5.602], [-0.230, -1.417, -5.356], [-2.928, -4.718, -5.495], [-3.091, -5.048, -3.774], [-1.571, -5.407, -4.610], [-3.813, -1.782, -5.012], [-2.938, -0.777, -3.851], [-3.940, -2.115, -3.282], [-1.174, -5.088, -2.176], [-0.013, -5.101, 0.008], [0.933, -2.947, 0.874], [1.447, 2.435, 5.941], [2.395, 1.701, 5.585], [3.506, 1.483, 6.074], [2.112, 1.008, 4.236], [3.128, 0.807, 3.309], [2.810, 0.454, 2.012], [1.547, 0.274, 1.607], [0.578, 0.347, 2.535], [0.816, 0.696, 3.845], [-0.816, 0.168, 2.006], [-1.784, 0.079, 2.723], [-0.853, 0.171, 0.693], [4.154, 0.973, 3.612], [3.582, 0.330, 1.262], [-0.008, 0.803, 4.536], [3.547, 1.923, -1.323], [2.499, 0.923, -1.063], [2.617, -0.323, -1.081], [3.169, 2.660, -2.030], [4.462, 1.459, -1.686], [3.736, 2.460, -0.391], [-2.564, 2.705, 1.026], [-1.347, 3.099, 1.705], [-1.343, 3.406, 3.144], [0.089, 3.906, 3.394], [0.744, 3.526, 2.135], [-0.121, 3.125, 1.207], [0.321, 2.752, -0.428], [-2.989, 1.834, 1.525], [-2.327, 2.451, -0.003], [-3.276, 3.531, 1.049], [-1.579, 2.497, 3.701], [-2.097, 4.159, 3.366], [0.560, 3.433, 4.260], [0.124, 4.991, 3.509], [1.726, 3.612, 1.945]]}